Record 1
Here is C28H43F3I2N3O4PS3 as an isolated structure from the Open Molecules 2025 dataset. Energies are from ωB97M-V/def2-TZVPD.

As for the highest occupied orbital energy: -8.506 eV. The calculation puts the total energy at -3988.804508 Eh.

Last column: Mulliken charge in e.
Positions of all 87 atoms, in Å:
C -5.65342 -0.04754 4.73505  -0.937
C -5.58018 0.07516 3.17717  -0.637
N -5.75699 1.44386 2.64814  0.075
C -7.02938 2.02919 3.10493  -0.662
C -7.69746 2.96688 2.04807  -1.092
C -4.66810 2.25488 2.88588  0.241
S -4.76508 3.86618 3.25487  -0.303
S -3.01283 1.54658 2.74830  -0.116
C -1.91607 2.89471 2.20766  -0.001
C -0.41759 2.53330 2.33106  -1.085
C 0.25610 2.03210 1.00374  -1.007
C -0.72509 1.45106 -0.03272  0.228
C -1.10255 2.19551 -1.25713  0.081
C -0.45155 3.55905 -1.48964  -1.221
I 1.20625 3.25501 -2.87478  0.174
C -1.37488 4.72779 -1.92620  -0.379
C -0.58318 6.05718 -1.69997  -1.389
I -3.23286 4.85929 -0.84320  0.148
C -1.99397 1.57324 -2.12210  0.450
P -2.55713 2.31082 -3.70821  0.277
O -1.45408 2.44428 -4.69622  -0.628
C -2.51635 0.26733 -1.83426  1.203
N -3.37389 -0.45659 -2.58323  -0.622
S -3.58721 -1.85765 -1.81744  0.074
N -2.66218 -1.67723 -0.48002  -0.680
C -2.14778 -0.45726 -0.64356  0.755
C -1.22436 0.20118 0.23801  0.589
C -0.81521 -0.61744 1.47822  -1.390
C 0.25091 -1.69771 1.00701  -0.147
O 0.64325 -1.57467 -0.34026  -0.614
C 1.52571 -1.69979 1.87125  0.608
F 2.35384 -0.66197 1.61383  -0.241
F 2.23717 -2.81763 1.54409  -0.305
F 1.26820 -1.79917 3.18847  -0.311
H -4.70535 -0.46041 5.11286  0.321
H -5.83205 0.90385 5.25635  0.290
H -6.45656 -0.75064 5.01424  0.305
H -4.66908 -0.42687 2.82283  0.065
H -6.42203 -0.51761 2.77560  0.550
H -7.72793 1.17889 3.22318  0.461
H -6.97514 2.49278 4.10391  0.399
H -7.06508 3.08553 1.15918  0.272
H -7.91971 3.93660 2.52072  0.275
H -8.67761 2.54986 1.75678  0.361
H -2.22640 3.21708 1.20539  -0.530
H -2.09637 3.75941 2.87011  0.793
H 0.09773 3.47113 2.61031  0.464
H -0.24053 1.85813 3.18754  0.494
H 0.91517 2.81424 0.60723  0.821
H 0.92257 1.19819 1.28423  -0.393
H 0.03431 3.89020 -0.56230  0.404
H -1.59694 4.72217 -3.00349  0.498
H -1.18769 6.84620 -2.18379  0.440
H -0.42842 6.27924 -0.63541  0.399
H 0.36021 6.03802 -2.27334  0.314
H -3.21663 3.54115 -3.44862  0.020
H -3.56255 1.46055 -4.23154  0.114
H -0.41286 0.00627 2.27972  0.186
H -1.71376 -1.18250 1.75928  0.570
H -0.19678 -2.69970 1.09937  0.606
H 1.18322 -0.78466 -0.48271  0.377
C 5.01604 -1.37414 0.12218  0.021
C 6.25082 -2.24327 -0.05694  -0.690
C 6.69700 -1.86308 -1.45925  -0.116
O 6.30653 -0.50098 -1.66205  -0.461
C 5.41975 -0.10404 -0.61067  -0.505
H 4.75009 -1.19808 1.16224  0.237
H 4.15982 -1.83805 -0.37543  0.020
H 7.01561 -1.95726 0.67001  0.332
H 6.05831 -3.31019 0.05446  0.285
H 6.19384 -2.47357 -2.21484  0.008
H 7.77544 -1.95804 -1.59688  0.323
H 5.96360 0.57973 0.05049  0.274
H 4.56616 0.42871 -1.03423  0.243
C 5.06487 -5.10156 -2.54673  -0.143
C 6.34981 -5.53035 -3.23778  -0.530
C 6.19457 -7.04289 -3.27052  -0.450
O 4.79076 -7.31058 -3.35297  -0.405
C 4.06357 -6.10415 -3.09673  -0.543
H 4.78288 -4.06829 -2.74430  0.280
H 5.16483 -5.22810 -1.46499  0.055
H 6.37385 -5.13354 -4.25605  0.282
H 7.25562 -5.20630 -2.72548  0.341
H 6.57289 -7.50126 -2.35029  0.259
H 6.70366 -7.49993 -4.12028  0.295
H 3.63672 -5.75865 -4.04444  0.279
H 3.24716 -6.30920 -2.40296  0.293

Atoms 1-6, force components in eV/Å:
C 0.25 -0.25 -0.13
C -0.94 -1.09 0.21
N 1.23 0.12 1.82
C -1.54 -0.41 -0.78
C -0.19 -0.06 0.77
C 0.75 1.24 -0.49

Record 2
Here is C28H43MnN4O6SbSi3 as an isolated structure from the Open Molecules 2025 dataset. Energies are from ωB97M-V/def2-TZVPD.

Its spin multiplicity is 2. As for the highest occupied orbital energy (spin up / spin down): -7.706 / -7.288 eV. The calculation puts the total energy at -4023.029935 Eh.

Last column: Mulliken spin population.
Positions of all 86 atoms, in Å:
Mn -0.68906 0.24901 1.36227  0.949
O 3.69191 -1.77032 1.72405  0.000
C 2.49519 -1.15458 1.78657  -0.005
O 2.37093 0.04140 1.78753  0.014
C 1.35366 -2.12188 1.89683  0.018
C 1.54628 -3.49702 1.95908  0.004
C 0.43797 -4.29982 2.21965  -0.002
C -0.78381 -3.70001 2.47693  0.001
C -0.89185 -2.31446 2.39703  0.002
N 0.14180 -1.54795 2.04666  -0.019
C -2.16919 -1.57734 2.79698  0.000
O -3.10811 -2.23278 3.21113  -0.001
O -2.06076 -0.30409 2.71017  -0.004
H 4.36921 -1.07905 1.65368  -0.001
H 2.53067 -3.91560 1.83005  0.001
H 0.54788 -5.37477 2.25970  0.000
H -1.66803 -4.25636 2.75185  0.000
O -2.12502 1.53485 0.64394  0.000
N -3.21058 0.92327 0.34358  -0.003
N -3.04680 -0.31081 0.08449  0.015
O -1.85813 -0.87464 0.07120  0.001
C -4.17784 -1.11292 -0.25845  0.002
C -3.98848 -2.48028 -0.36527  0.001
C -5.07114 -3.27937 -0.70039  0.000
C -6.31640 -2.71560 -0.92626  -0.001
C -6.48341 -1.34073 -0.81560  0.000
C -5.41607 -0.52596 -0.48198  0.000
H -3.00944 -2.89526 -0.18195  0.000
H -4.93658 -4.34938 -0.77858  0.000
H -7.15769 -3.34348 -1.18626  0.000
H -7.45381 -0.89576 -0.98864  0.000
H -5.53546 0.54210 -0.38723  0.000
C -1.22101 3.61452 -1.92943  0.000
Si -0.89165 1.91605 -2.65599  0.000
C -2.48089 0.94835 -2.90862  0.000
C -0.12635 2.16118 -4.35576  -0.002
Sb 0.58336 0.67211 -0.96859  0.010
Si 1.04096 -1.50752 -2.23039  -0.001
C -0.25863 -2.75251 -1.69846  0.002
C 0.95817 -1.26697 -4.09309  -0.001
C 2.75048 -2.19544 -1.84957  0.000
Si 2.78502 1.98475 -1.17530  -0.004
C 4.27130 1.02501 -0.53460  0.001
C 2.53150 3.47784 -0.06278  0.001
C 3.19635 2.57198 -2.91334  0.000
H -1.97657 4.13375 -2.52291  0.000
H -0.31363 4.22121 -1.94819  0.000
H -1.57644 3.54316 -0.90223  0.000
H -2.95652 1.30185 -3.82722  0.000
H -3.18348 1.09342 -2.09313  0.000
H -2.30395 -0.12272 -3.01147  0.000
H -0.83199 2.76639 -4.93075  0.000
H 0.02277 1.23006 -4.89762  0.000
H 0.82010 2.69427 -4.33148  0.000
H -1.24892 -2.45506 -2.04460  0.000
H -0.32048 -2.83415 -0.61357  0.000
H -0.02100 -3.73548 -2.11105  0.000
H -0.05902 -1.05935 -4.42548  0.000
H 1.29140 -2.17769 -4.59460  0.000
H 1.59660 -0.44856 -4.42402  0.000
H 2.97699 -2.27871 -0.78913  0.000
H 3.52445 -1.58453 -2.31365  0.000
H 2.82023 -3.19699 -2.28083  0.000
H 4.19044 0.88642 0.54151  0.000
H 5.17472 1.60199 -0.74242  0.000
H 4.38025 0.05176 -1.00848  0.000
H 2.46003 3.14959 0.97403  -0.001
H 1.61174 4.00923 -0.31358  0.000
H 3.36350 4.18083 -0.14206  0.000
H 3.16619 1.76568 -3.64556  0.000
H 4.20110 2.99697 -2.92312  0.000
H 2.50859 3.35071 -3.24064  0.000
N -0.39642 1.81440 2.69750  0.007
C 0.69639 1.84726 3.61424  0.024
C 0.85723 0.79221 4.50556  -0.016
C 1.93512 0.78291 5.37016  0.001
C 2.86670 1.81492 5.34894  0.000
C 2.69324 2.86982 4.46918  0.001
C 1.60343 2.89449 3.60944  0.000
H -0.53990 2.69613 2.21788  0.008
H -1.26032 1.56924 3.18351  0.005
H 0.13502 -0.01458 4.50375  -0.004
H 2.05156 -0.03801 6.06546  0.000
H 3.71184 1.80102 6.02328  0.000
H 3.40135 3.68821 4.45364  0.000
H 1.46124 3.72816 2.93289  0.000

Atoms 1-6, force components in eV/Å:
Mn -0.74 -0.31 -0.67
O -0.05 -0.01 -0.03
C -0.10 0.01 -0.08
O -0.02 -0.18 0.05
C -0.13 0.04 0.13
C -0.34 0.39 0.07

Let's list energy above the lowest of the compared OMol25 structures with the same formula, charge and spin in order: 0.0; 42.6 kJ/mol.
Let's list strongest force on any atom in order: 0.0429; 0.0204 Eh/bohr.